1.
This record from the Open Molecules 2025 dataset describes FHO2S in the gas phase in a non-equilibrium geometry. The level of theory is ωB97M-V with the def2-TZVPD basis set.

Values from the calculation:
Highest occupied orbital energy (alpha / beta) in eV: -5.8 / -12.8
E in eV: -17655.57918
Kohn-Sham gap (alpha / beta) in eV: 6.33 / 7.92
Spin multiplicity: 3
⟨S²⟩: 2.006
Energy relative to the best compared isomer or geometry (same formula, charge and spin) in kcal/mol: 94.1

Each line ends with the Mulliken spin population.
CARTESIAN COORDINATES (ANGSTROEM)
O: 0.412331 -0.654296 1.327934  0.067
O: 0.484288 1.516763 -0.158096  1.022
F: 0.261745 -0.744723 -1.221672  0.033
S: 0.037530 0.065654 0.182951  0.720
H: -1.195892 -0.183397 -0.131115  0.158

Atoms 1-3, force components in eV/Å:
O 0.1468 -2.7557 2.8116
O 1.1984 7.3176 -2.5666
F 0.4317 -0.5037 -0.8546

---

2.
This record from the Open Molecules 2025 dataset describes a molecular structure, FHO2SSm in a non-equilibrium geometry. The level of theory is ωB97M-V with the def2-TZVPD basis set.

Values from the calculation:
Highest occupied orbital energy (alpha / beta) in eV: -6.6 / -6.7
E in eV: -35566.18632
Kohn-Sham gap (alpha / beta) in eV: 5.19 / 5.27
Spin multiplicity: 7
⟨S²⟩: 12.010

Each line ends with the Mulliken spin population.
CARTESIAN COORDINATES (ANGSTROEM)
S: -1.482953 -0.140818 0.668937  -0.010
F: 2.674628 0.305279 -2.031180  -0.013
O: -1.011928 -0.947420 1.898737  -0.004
Sm: 0.989710 -0.006447 -0.856780  6.029
O: -1.775706 1.451158 1.154485  0.000
H: -1.596801 2.070629 0.436289  -0.002

Atoms 1-3, force components in eV/Å:
S -0.7915 -1.0188 0.1167
F 0.4999 0.1940 -0.4000
O 0.4787 0.9497 -1.0825

---

3.
This record from the Open Molecules 2025 dataset describes 2 unconnected molecules or ions with the total composition FHOS in a non-equilibrium geometry. The level of theory is ωB97M-V with the def2-TZVPD basis set.

Values from the calculation:
Highest occupied orbital energy in eV: -9.3
E in eV: -15613.71431
Kohn-Sham gap in eV: 6.57
Energy relative to the best compared isomer or geometry (same formula, charge and spin) in kcal/mol: 30.7
SMILES: O=S.F

Each line ends with the natural charge from an NBO analysis.
CARTESIAN COORDINATES (ANGSTROEM)
H: 0.844683 -0.505208 0.397178  0.546
O: -0.900938 1.009928 -0.101510  -0.631
F: 1.468317 -0.106404 -0.164734  -0.565
S: -1.412061 -0.398317 -0.130934  0.649

Atoms 1-3, force components in eV/Å:
H 0.0692 0.0094 -0.0154
O -0.8302 -1.0170 -0.0172
F 0.4764 -0.1870 0.0136

---

4.
This record from the Open Molecules 2025 dataset describes 2 unconnected molecules or ions with the total composition FHOS in a non-equilibrium geometry. The level of theory is ωB97M-V with the def2-TZVPD basis set.

Values from the calculation:
Highest occupied orbital energy (alpha / beta) in eV: -10.4 / -10.2
E in eV: -15612.32155
Kohn-Sham gap (alpha / beta) in eV: 7.69 / 7.65
Energy relative to the best compared isomer or geometry (same formula, charge and spin) in kcal/mol: 62.9

Each line ends with the natural charge from an NBO analysis.
CARTESIAN COORDINATES (ANGSTROEM)
O: 0.329312 0.482571 -0.940867  -0.817
F: -0.844772 -0.476244 1.927705  -0.445
S: 1.024167 -0.113785 0.364401  0.732
H: -0.508706 0.107458 -1.351238  0.530

Atoms 1-3, force components in eV/Å:
O -0.8644 0.4072 -0.3888
F 1.5814 0.4392 -1.3993
S -2.1474 -0.6300 0.6533

---

5.
This record from the Open Molecules 2025 dataset describes FI2PS in the gas phase in a non-equilibrium geometry. The level of theory is ωB97M-V with the def2-TZVPD basis set.

Values from the calculation:
Highest occupied orbital energy (alpha / beta) in eV: -7.3 / -9.7
E in eV: -39040.78008
Kohn-Sham gap (alpha / beta) in eV: 6.76 / 4.51
Spin multiplicity: 3
⟨S²⟩: 2.017
Energy relative to the best compared isomer or geometry (same formula, charge and spin) in kcal/mol: 0.0

Each line ends with the Mulliken spin population.
CARTESIAN COORDINATES (ANGSTROEM)
F: 1.065893 0.496576 -1.438376  0.065
P: 0.067213 0.099296 0.182010  0.153
S: 1.116237 0.708443 1.666971  0.298
I: -0.087110 -2.287872 -0.300038  0.774
I: -2.162233 0.983555 -0.110566  0.711

Atoms 1-3, force components in eV/Å:
F -1.7743 -0.5372 2.6965
P 3.8570 1.5838 -2.3777
S -0.1777 -0.1257 0.0298

---

6.
This record from the Open Molecules 2025 dataset describes 2 unconnected molecules or ions with the total composition FNO2 in a non-equilibrium geometry. The level of theory is ωB97M-V with the def2-TZVPD basis set.

Values from the calculation:
Highest occupied orbital energy (alpha / beta) in eV: -9.7 / -9.7
E in eV: -8295.02344
Kohn-Sham gap (alpha / beta) in eV: 8.12 / 8.15
Energy relative to the best compared isomer or geometry (same formula, charge and spin) in kcal/mol: 70.6

Each line ends with the natural charge from an NBO analysis.
CARTESIAN COORDINATES (ANGSTROEM)
N: 0.566364 0.009641 0.742381  0.489
O: 0.080053 0.483721 1.616753  -0.074
O: -0.667460 0.202381 -0.868712  -0.262
F: 0.021043 -0.695742 -1.490422  -0.153

Atoms 1-3, force components in eV/Å:
N -2.2375 0.8579 -1.5174
O 0.4377 -0.1527 0.1761
O -0.7318 3.1635 4.7548

---

7.
This record from the Open Molecules 2025 dataset describes 2 unconnected molecules or ions with the total composition FNO3S in a non-equilibrium geometry. The level of theory is ωB97M-V with the def2-TZVPD basis set.

Values from the calculation:
Highest occupied orbital energy in eV: -10.0
E in eV: -21181.12536
Kohn-Sham gap in eV: 7.04
Energy relative to the best compared isomer or geometry (same formula, charge and spin) in kcal/mol: 15.0

Each line ends with the natural charge from an NBO analysis.
CARTESIAN COORDINATES (ANGSTROEM)
N: -1.981793 0.437110 0.176431  0.596
O: -2.419118 -0.411737 -0.450937  -0.037
O: 1.520497 -1.187653 -0.467102  -0.909
O: -0.212130 -0.023603 0.722415  -0.918
F: 1.778239 1.300972 -0.417699  -0.556
S: 1.314303 -0.115089 0.436893  1.824

Atoms 1-3, force components in eV/Å:
N -0.8243 -4.3583 -3.0055
O 2.0512 4.0649 3.0391
O 0.5067 -0.5909 -1.1492

---

8.
This record from the Open Molecules 2025 dataset describes FNO4S in the gas phase in a non-equilibrium geometry. The level of theory is ωB97M-V with the def2-TZVPD basis set.

Values from the calculation:
Highest occupied orbital energy in eV: -11.4
E in eV: -23228.64699
Kohn-Sham gap in eV: 10.65
Energy relative to the best compared isomer or geometry (same formula, charge and spin) in kcal/mol: 13.4
SMILES: O=NOS(=O)(=O)F

Each line ends with the natural charge from an NBO analysis.
CARTESIAN COORDINATES (ANGSTROEM)
N: 0.016858 -1.147869 -1.372856  0.383
O: 0.826461 -0.517287 -0.604355  -0.469
O: -1.164518 -1.049605 -1.205676  -0.281
O: -0.816242 -0.162983 1.501763  -0.812
O: 1.433056 0.979486 1.118010  -0.843
F: -0.526687 1.509331 -0.142481  -0.469
S: 0.231071 0.388929 0.705594  2.491

Atoms 1-3, force components in eV/Å:
N -3.2836 -2.4820 -3.1349
O 0.6112 1.7128 2.9510
O 1.8486 0.3691 0.4140

---

Number 1: M 84.07 Da. Number 2: M 234.43 Da. Number 3: M 68.07 Da. Number 4: M 68.07 Da. Number 5: M 335.85 Da. Number 6: M 65.00 Da. Number 7: M 113.07 Da. Number 8: M 129.07 Da.